*1*
DFT (ωB97M-V with the def2-TZVPD basis set) results for C19H24N2O6S in the gas phase.

Last column: Mulliken charge in e.
Geometry (Å):
C 3.568 -0.374 -0.466  -0.265
C 2.973 0.618 -1.230  -0.913
H -5.465 3.327 -1.289  0.522
C -3.750 4.036 1.413  0.101
C -5.425 4.857 0.265  0.386
H -2.094 3.159 2.367  0.302
H 4.827 -6.097 0.694  0.278
H 4.634 -0.422 -0.315  0.522
C 3.419 -3.584 -2.450  -1.053
C -3.192 1.988 0.036  0.629
H 0.807 -2.055 0.488  0.355
H 2.522 -5.831 -0.307  0.375
H 4.677 -4.855 -1.243  0.393
C 2.761 -1.323 0.130  -0.220
C 1.391 -1.299 -0.013  -0.455
C -2.898 0.231 -1.453  -0.425
H 4.117 -3.574 -3.283  0.416
O -3.630 1.387 -1.088  -0.276
H 3.584 1.371 -1.704  0.397
C 1.600 0.657 -1.395  -0.409
C -2.766 3.998 2.519  -1.308
S 3.467 -2.674 1.070  1.148
H -3.275 3.887 3.476  0.306
H 2.932 -2.614 -2.387  0.172
H 1.142 1.431 -1.988  0.558
H 2.012 -4.997 1.179  0.378
O -1.018 1.510 -2.202  -0.658
N -0.598 -0.322 -0.904  -0.022
H 4.915 -3.128 -0.956  0.396
H 4.275 -5.228 2.129  0.304
H -3.273 -0.051 -2.439  0.240
O -2.274 1.535 0.685  -0.705
C -6.492 5.855 -0.002  -1.281
H 3.597 -6.818 1.739  0.396
O 4.860 -2.401 1.295  -0.697
H 2.660 -4.340 -2.639  0.274
H -6.062 6.848 -0.121  0.302
O -4.639 5.038 1.361  -0.390
H -7.025 5.585 -0.908  0.337
C -5.045 3.734 -0.393  -0.676
C -3.951 3.186 0.347  1.021
N 3.254 -3.919 -0.026  0.309
H -7.195 5.892 0.830  0.301
C 0.793 -0.300 -0.780  0.300
C -1.399 0.566 -1.554  0.576
C 4.162 -3.895 -1.153  -0.664
C 3.963 -5.884 1.320  -1.015
H -1.048 -1.010 -0.316  0.194
H -2.197 4.926 2.548  0.324
H -3.086 -0.571 -0.729  0.286
O 2.631 -2.946 2.202  -0.708
C 2.858 -5.199 0.521  -0.658

Calculated values
SMILES   CCN(CC)S(=O)(=O)c1cccc(NC(=O)COC(=O)c2cc(C)oc2C)c1
Highest occupied orbital energy   -8.591 eV



*2*
DFT (ωB97M-V with the def2-TZVPD basis set) results for C19H24N2O6S in the gas phase.

Last column: Mulliken charge in e.
Geometry (Å):
C -1.331 -1.539 0.111  0.081
C -0.920 3.008 -0.064  0.982
N -1.795 -0.623 2.287  -0.124
C 5.152 -3.316 -1.725  -0.449
C -1.392 -0.349 3.644  -1.197
H 4.647 -1.631 -2.965  0.321
H 6.261 -4.001 0.573  0.313
H 5.918 -3.710 -2.409  0.414
H 1.104 4.221 -1.897  0.265
C -2.270 1.990 -1.796  -0.812
C -2.486 1.246 0.442  -0.117
C 0.400 4.014 1.652  -0.925
C -2.869 1.151 -0.878  -0.285
C 1.376 -1.628 0.681  -1.036
C 1.838 -2.512 -1.653  0.344
C 0.933 -2.012 -0.580  0.772
H -0.166 5.440 -1.623  0.266
C -1.296 2.917 -1.425  0.354
N 3.093 -1.998 -1.635  -0.163
S -3.173 0.184 1.702  1.336
C -0.882 -1.105 1.361  0.387
H 4.646 -4.167 -1.243  0.339
O 1.465 -3.287 -2.514  -0.674
C 6.706 -3.158 0.029  -0.740
O -0.815 3.648 -2.457  -0.457
H 2.422 -1.696 0.945  0.439
O -4.078 -0.751 1.110  -0.704
H -0.450 4.287 2.284  0.351
H 1.148 4.804 1.692  0.254
H 7.097 -2.432 0.739  0.238
C 0.174 4.641 -2.283  -0.725
C -1.533 2.160 0.848  -0.663
C 0.485 -1.182 1.639  -0.774
O 5.747 -2.489 -0.747  -0.312
H 0.344 5.042 -3.282  0.299
H 0.863 -0.903 2.609  0.428
C -0.437 -1.986 -0.836  -1.112
H 7.526 -3.538 -0.593  0.295
H -3.622 0.438 -1.168  0.518
H 0.841 3.079 2.011  0.340
H -1.295 2.201 1.898  0.493
H -0.784 -2.331 -1.797  0.481
H -0.613 0.419 3.701  0.361
H 3.394 -1.415 -0.871  0.247
H -1.035 -1.265 4.117  0.433
H -2.274 0.009 4.168  0.337
O -3.656 0.979 2.792  -0.747
H -2.537 1.952 -2.840  0.444
O 0.031 3.922 0.296  -0.447
C 4.136 -2.480 -2.503  -0.883
H -2.388 -1.550 -0.091  0.799
H 3.661 -3.093 -3.272  0.417

Calculated values
SMILES   COCCNC(=O)c1ccc(N(C)S(=O)(=O)c2ccc(OC)c(OC)c2)cc1
Highest occupied orbital energy   -8.555 eV



Last place for stability: *2*



*1*
DFT (ωB97M-V with the def2-TZVPD basis set) results for CH2O2S in the gas phase.

Last column: Mulliken charge in e.
Geometry (Å):
O -2.542 -1.356 0.030  -0.461
H 0.666 0.675 0.152  0.372
O -2.796 -0.046 -0.055  0.023
S -1.669 1.089 0.027  0.273
H -0.269 -0.881 0.073  0.274
C -0.249 0.270 -0.045  -0.481

Calculated values
Highest occupied orbital energy (spin up / spin down)   -9.541 / -8.197 eV



*2*
DFT (ωB97M-V with the def2-TZVPD basis set) results for a molecular structure, CH2O2S.

Last column: Mulliken charge in e.
Geometry (Å):
C 0.478 -0.362 -0.078  0.632
O 0.581 0.770 0.558  -0.509
H -0.483 0.860 1.266  0.357
S 1.616 -1.299 -0.648  -0.310
O -0.766 -0.376 -0.599  -0.489
H -1.426 0.407 -0.500  0.319

Calculated values
Highest occupied orbital energy   -9.134 eV



Last place for stability: *1*



*1*
DFT (ωB97M-V with the def2-TZVPD basis set) results for 2 unconnected molecules or ions with the total composition CH7N3.

Last column: Mulliken charge in e.
Geometry (Å):
H 0.694 -1.857 0.492  0.247
H 1.392 3.369 -0.118  0.222
H -0.830 -0.513 1.770  0.267
N 0.667 2.685 -0.293  -0.654
N -1.178 -0.987 0.951  -0.508
H 0.208 -2.925 -1.149  0.265
N -0.426 -2.140 -1.068  -0.646
C -0.309 -1.650 0.106  0.105
H 0.604 2.534 -1.293  0.225
H -1.801 -0.306 0.529  0.274
H 0.978 1.791 0.071  0.203

Calculated values
SMILES   [H]/N=C/N.N
Highest occupied orbital energy   -9.332 eV



*2*
DFT (ωB97M-V with the def2-TZVPD basis set) results for 2 unconnected molecules or ions with the total composition CH7N3.

Last column: Mulliken charge in e.
Geometry (Å):
H 0.078 -1.825 0.111  0.287
C -0.089 -0.731 -1.563  0.061
N 0.149 1.522 2.112  -0.716
H 0.139 1.110 1.185  0.271
H -0.508 2.286 2.159  0.215
H -0.975 0.922 -1.569  0.230
H 1.515 -1.658 -0.715  0.237
N 0.513 -1.720 -0.795  -0.536
H 0.317 -0.714 -2.576  0.366
H -0.161 0.776 2.725  0.221
N -0.978 0.032 -1.075  -0.635

Calculated values
SMILES   [H]/N=C/N.N
Highest occupied orbital energy   -9.407 eV



Last place for stability: *1*